Entry 1:
Density functional theory data (wB97M-V/def2-TZVPD) for a cluster of 2 separate species, CH9N4 in total.

Geometry as XYZ:
```
14
CH9N4 (wB97M-V/def2-TZVPD)
C -1.178 -0.301 -0.352
N -2.488 -0.130 0.156
N 2.725 -0.402 0.152
N -0.329 0.667 0.358
N 0.657 1.173 -0.160
H -0.760 -1.291 -0.129
H -1.041 -0.112 -1.423
H -3.128 0.367 -0.445
H 2.687 -1.179 0.799
H 3.491 0.206 0.413
H 2.889 -0.748 -0.784
H -0.711 0.900 1.291
H 1.174 1.865 0.390
H -2.922 -0.946 0.553
```

The frontier orbital gap comes out at 9.0 eV. The net charge is +1. The calculation puts the energy relative to the best compared isomer or geometry (same formula, charge and spin) at 3.6272 eV. As for the LUMO energy: -5.3203 eV.

Atomic partial charges in e from the Mulliken method, atoms 1 to 6: -0.277, -0.516, -0.706, 0.439, -0.484, 0.321



Entry 2:
Density functional theory data (wB97M-V/def2-TZVPD) for a cluster of 3 separate species, CH9NO3 in total.

Geometry as XYZ:
```
14
CH9NO3 (wB97M-V/def2-TZVPD)
N 1.023 -0.209 1.032
C 1.518 -0.424 -0.352
O 0.617 -1.176 -1.115
H 1.538 -0.868 1.599
H 1.103 0.737 1.424
H 2.524 -0.809 -0.226
H 1.626 0.607 -0.797
H -0.018 -0.563 -1.444
O -1.672 1.594 -1.420
H -2.067 2.393 -0.973
H -1.785 0.852 -0.771
O -1.687 -0.410 1.051
H -0.691 -0.426 0.893
H -2.029 -1.299 1.098
```

The frontier orbital gap comes out at 11.2 eV. The net charge is 0. The calculation puts the energy relative to the best compared isomer or geometry (same formula, charge and spin) at 0.3213 eV. As for the LUMO energy: 0.7455 eV.

Atomic partial charges in e from the Mulliken method, atoms 1 to 6: -0.587, -0.396, -0.505, 0.225, 0.237, 0.359



Entry 3:
Density functional theory data (wB97M-V/def2-TZVPD) for an isolated molecule of CH9NSi2.

Geometry as XYZ:
```
13
CH9NSi2 (wB97M-V/def2-TZVPD)
C 1.148 -0.281 1.685
Si -0.434 -0.612 0.755
Si -0.894 0.974 -0.834
N -0.579 -0.076 -2.261
H 1.761 0.469 1.162
H 0.813 0.310 2.641
H 1.696 -1.219 2.012
H -1.258 -1.077 1.880
H 0.150 -1.710 -0.081
H 0.091 2.183 -0.885
H -2.298 1.193 -1.064
H -0.397 0.456 -3.059
H 0.201 -0.608 -1.951
```

The frontier orbital gap comes out at 10.6 eV. The net charge is 0. The calculation puts the energy relative to the best compared isomer or geometry (same formula, charge and spin) at 0.1228 eV. As for the LUMO energy: 0.6728 eV.

Atomic partial charges in e from the Mulliken method, atoms 1 to 6: -0.878, 0.329, 0.317, -0.606, 0.285, 0.234



Entry 4:
Density functional theory data (wB97M-V/def2-TZVPD) for a cluster of 2 separate species, CH9NSi2 in total.

Geometry as XYZ:
```
13
CH9NSi2 (wB97M-V/def2-TZVPD)
C 0.889 -0.854 -0.382
N -2.673 -0.383 -0.224
Si 2.368 0.188 -0.044
Si -1.431 0.624 0.372
H 0.558 -1.224 -1.365
H 0.755 -1.548 0.411
H -2.810 -1.229 0.137
H -3.317 -0.107 -0.950
H 2.963 1.067 -1.052
H 1.856 1.013 1.035
H 3.503 -0.461 0.665
H -1.216 1.091 1.846
H -1.445 1.824 -0.449
```

The frontier orbital gap comes out at 8.1 eV. The net charge is 0. The calculation puts the energy relative to the best compared isomer or geometry (same formula, charge and spin) at 2.0555 eV. As for the LUMO energy: 0.1921 eV.

Atomic partial charges in e from the Mulliken method, atoms 1 to 6: -1.001, -0.379, 0.437, 0.362, 0.361, 0.352



Entry 5:
Density functional theory data (wB97M-V/def2-TZVPD) for a cluster of 4 separate species, CH9O3S in total.

Geometry as XYZ:
```
14
CH9O3S (wB97M-V/def2-TZVPD)
C 0.613 -0.085 -1.644
S 0.137 0.143 0.116
H -0.166 -0.492 -2.303
H 0.914 0.841 -2.134
H 1.418 -0.817 -1.735
H 2.288 1.072 1.988
H 3.249 2.278 1.876
O 2.936 1.570 2.470
H 0.244 -2.927 0.423
H -0.618 -2.112 -0.406
O -0.363 -3.038 -0.310
H -2.628 1.628 -0.893
H -3.549 0.351 -0.429
O -3.486 1.246 -0.697
```

The frontier orbital gap comes out at 6.9 eV. The net charge is -1. The calculation puts the energy relative to the best compared isomer or geometry (same formula, charge and spin) at 0.7608 eV. As for the LUMO energy: 3.7571 eV.

Atomic partial charges in e from the Mulliken method, atoms 1 to 6: -0.933, -0.746, 0.277, 0.282, 0.283, 0.332



Entry 6:
Density functional theory data (wB97M-V/def2-TZVPD) for a cluster of 4 separate species, CH9O3S in total.

Geometry as XYZ:
```
14
CH9O3S (wB97M-V/def2-TZVPD)
C -0.159 0.461 1.186
S 0.705 -0.951 0.603
H -0.023 1.650 0.924
H -0.179 0.347 2.350
H -1.183 0.307 0.813
H -0.506 -0.340 -3.379
H 0.181 0.492 -2.401
O -0.621 0.589 -2.985
H -3.547 -1.246 0.559
H -3.859 0.295 0.548
O -4.182 -0.615 0.986
H 3.239 0.409 0.350
H 3.148 1.736 -0.285
O 3.853 1.125 -0.032
```

The frontier orbital gap comes out at 6.4 eV. The net charge is -1. The calculation puts the energy relative to the best compared isomer or geometry (same formula, charge and spin) at 1.9298 eV. As for the LUMO energy: 3.6166 eV.

Atomic partial charges in e from the Mulliken method, atoms 1 to 6: -0.518, -0.706, 0.189, 0.198, -0.066, 0.319



Entry 7:
Density functional theory data (wB97M-V/def2-TZVPD) for a structure of composition CH9P5.

Geometry as XYZ:
```
15
CH9P5 (wB97M-V/def2-TZVPD)
C 0.604 0.688 0.549
P 0.897 -1.171 1.844
P 1.918 0.228 -0.855
P -0.416 0.330 -2.211
P -2.206 -0.295 0.664
P -0.904 1.127 -0.266
H 0.996 1.519 1.065
H 2.320 -0.971 1.945
H 0.762 -0.527 3.140
H 3.135 0.595 -0.355
H 2.124 -1.072 -0.398
H -1.614 0.703 -2.817
H 0.233 1.498 -2.809
H -3.195 0.581 1.063
H -2.887 -0.358 -0.608
```

The frontier orbital gap comes out at 8.0 eV. The net charge is 0. The calculation puts the energy relative to the best compared isomer or geometry (same formula, charge and spin) at 1.4307 eV. As for the LUMO energy: 0.0744 eV.

Atomic partial charges in e from the Mulliken method, atoms 1 to 6: -0.565, -0.016, -0.126, -0.248, -0.144, 0.020



Entry 8:
Density functional theory data (wB97M-V/def2-TZVPD) for a structure of composition CHAgLiO2.

Geometry as XYZ:
```
6
CHAgLiO2 (wB97M-V/def2-TZVPD)
O 0.758 -0.457 -1.521
C 0.585 0.200 -0.479
O 0.110 -0.282 0.611
Ag -0.187 -2.371 -0.691
H -0.310 2.025 0.328
Li -0.957 0.886 1.751
```

The frontier orbital gap (alpha / beta) comes out at 5.5 / 5.7 eV. The net charge is 0. The calculation puts the energy relative to the best compared isomer or geometry (same formula, charge and spin) at 1.1137 eV. As for the LUMO energy (alpha / beta): -0.9768 / -1.4227 eV. As for the multiplicity: 2.

The net atomic charges from Mulliken, expressed in e, are: -0.438, 0.236, -0.440, 0.399, -0.354, 0.596



Entry 9:
Density functional theory data (wB97M-V/def2-TZVPD) for a structure of composition CHBiF3NO4S2.

Geometry as XYZ:
```
13
CHBiF3NO4S2 (wB97M-V/def2-TZVPD)
N 0.654 -0.749 0.695
S 2.017 -0.380 0.038
O 2.969 -1.451 0.008
O 1.823 0.432 -1.195
S -0.671 0.206 0.726
O -0.500 1.450 -0.074
O -1.161 0.349 2.073
C -1.909 -0.802 -0.260
F -1.478 -0.922 -1.493
F -2.037 -1.977 0.306
F -3.045 -0.144 -0.236
H 2.351 1.610 0.517
Bi 0.986 2.378 -1.106
```

The frontier orbital gap comes out at 7.0 eV. The net charge is +2. The calculation puts the energy relative to the best compared isomer or geometry (same formula, charge and spin) at 1.6955 eV. As for the LUMO energy: -13.3619 eV.

Atomic partial charges in e from the Mulliken method, atoms 1 to 6: -0.200, 0.788, -0.207, -0.443, 1.131, -0.534



Entry 10:
Density functional theory data (wB97M-V/def2-TZVPD) for a structure of composition CHBr2F2OP.

Geometry as XYZ:
```
8
CHBr2F2OP (wB97M-V/def2-TZVPD)
C 0.289 0.295 0.883
O -1.690 -2.356 -1.457
F 0.642 -0.396 -1.563
F -0.438 1.570 -1.172
P -0.595 0.123 -0.713
Br 2.078 0.967 0.639
Br 0.037 -1.369 1.865
H -0.324 1.165 1.518
```

The frontier orbital gap (alpha / beta) comes out at 7.0 / 7.0 eV. The net charge is 0. The calculation puts the energy relative to the best compared isomer or geometry (same formula, charge and spin) at 8.0069 eV. As for the LUMO energy (alpha / beta): -3.6674 / -3.6660 eV.

Atomic partial charges in e from the Mulliken method, atoms 1 to 6: -0.273, -0.211, -0.196, -0.179, 0.512, 0.009



Entry 11:
Density functional theory data (wB97M-V/def2-TZVPD) for a structure of composition CHBr2NO2.

Geometry as XYZ:
```
7
CHBr2NO2 (wB97M-V/def2-TZVPD)
C 1.206 0.362 0.377
N 3.498 -1.804 -0.684
O 3.396 -1.166 -1.668
O 2.769 -2.502 -0.056
Br 1.044 1.231 -1.233
Br 0.837 1.440 1.929
H 1.654 -0.624 0.576
```

The frontier orbital gap (alpha / beta) comes out at 8.3 / 8.7 eV. The net charge is 0. The calculation puts the energy relative to the best compared isomer or geometry (same formula, charge and spin) at 0.0000 eV. As for the LUMO energy (alpha / beta): -0.1117 / -1.9153 eV. As for the multiplicity: 3.

Atomic partial charges in e from the Mulliken method, atoms 1 to 6: -0.281, 0.682, -0.318, -0.385, -0.013, -0.078



Entry 12:
Density functional theory data (wB97M-V/def2-TZVPD) for a structure of composition CHBr2NO2.

Geometry as XYZ:
```
7
CHBr2NO2 (wB97M-V/def2-TZVPD)
C -0.234 0.542 0.514
N -1.866 0.710 -0.414
O -2.190 1.854 -0.443
O -2.282 -0.251 -0.859
Br -0.816 0.068 2.344
Br 0.670 2.102 0.415
H 0.370 -0.368 0.345
```

The frontier orbital gap (alpha / beta) comes out at 6.8 / 7.1 eV. The net charge is 0. The calculation puts the energy relative to the best compared isomer or geometry (same formula, charge and spin) at 2.7070 eV. As for the LUMO energy (alpha / beta): 0.0529 / -3.6594 eV. As for the multiplicity: 3.

Atomic partial charges in e from the Mulliken method, atoms 1 to 6: -0.297, 0.828, -0.454, -0.460, -0.030, 0.054



Entry 13:
Density functional theory data (wB97M-V/def2-TZVPD) for a structure of composition CHBr2O2S.

Geometry as XYZ:
```
7
CHBr2O2S (wB97M-V/def2-TZVPD)
C 1.081 -0.337 -1.055
O 3.008 1.082 0.382
O 3.446 -1.271 -0.503
S 2.617 -0.324 0.249
Br 1.064 -1.548 -2.499
Br 0.241 1.316 -1.537
H 0.160 -1.158 0.203
```

The frontier orbital gap comes out at 7.2 eV. The net charge is -1. The calculation puts the energy relative to the best compared isomer or geometry (same formula, charge and spin) at 3.4824 eV. As for the LUMO energy: 3.2570 eV.

Atomic partial charges in e from the Mulliken method, atoms 1 to 6: -0.332, -0.564, -0.564, 0.567, -0.107, -0.140



Entry 14:
Density functional theory data (wB97M-V/def2-TZVPD) for a cluster of 2 separate species, CHBr2O2S in total.

Geometry as XYZ:
```
7
CHBr2O2S (wB97M-V/def2-TZVPD)
C 0.916 -0.370 -0.242
O -2.068 -0.715 1.260
O -2.289 1.008 -0.433
S -1.559 0.530 0.709
Br 2.431 0.038 1.071
Br 1.091 0.825 -1.811
H 1.479 -1.317 -0.553
```

The frontier orbital gap (alpha / beta) comes out at 7.3 / 7.3 eV. The net charge is -1. The calculation puts the energy relative to the best compared isomer or geometry (same formula, charge and spin) at 1.6895 eV. As for the LUMO energy (alpha / beta): 3.4115 / 3.4114 eV.

Atomic partial charges in e from the Mulliken method, atoms 1 to 6: -0.438, -0.454, -0.437, 0.689, -0.308, -0.230



Entry 15:
Density functional theory data (wB97M-V/def2-TZVPD) for a structure of composition CHBr3O.

Geometry as XYZ:
```
6
CHBr3O (wB97M-V/def2-TZVPD)
C 0.882 0.320 -0.647
O 0.242 0.246 -1.642
Br 1.573 -1.191 0.463
Br -2.327 -0.088 0.600
Br 1.066 1.870 0.448
H -1.436 -1.158 0.777
```

The frontier orbital gap comes out at 10.1 eV. The net charge is 0. The calculation puts the energy relative to the best compared isomer or geometry (same formula, charge and spin) at 0.1386 eV. As for the LUMO energy: -0.6991 eV.

The net atomic charges from Mulliken, expressed in e, are: 0.387, -0.315, -0.079, -0.195, 0.007, 0.195



Entry 16:
Density functional theory data (wB97M-V/def2-TZVPD) for a structure of composition CHBr4O2P.

Geometry as XYZ:
```
9
CHBr4O2P (wB97M-V/def2-TZVPD)
C 0.219 -0.830 -1.011
O 0.423 1.340 2.041
O 0.001 -0.441 0.242
P -0.180 1.295 0.508
Br 2.283 -1.007 -1.330
Br -0.410 0.649 -2.175
Br -0.511 -2.488 -1.526
Br -2.377 1.086 0.944
H 0.553 0.395 2.307
```

The frontier orbital gap comes out at 9.1 eV. The net charge is 0. The calculation puts the energy relative to the best compared isomer or geometry (same formula, charge and spin) at 1.0480 eV. As for the LUMO energy: -0.7595 eV.

Atomic partial charges in e from the Mulliken method, atoms 1 to 6: 0.132, -0.481, -0.160, 0.433, -0.102, -0.054



Entry 17:
Density functional theory data (wB97M-V/def2-TZVPD) for a cluster of 2 separate species, CHBrClNO in total.

Geometry as XYZ:
```
6
CHBrClNO (wB97M-V/def2-TZVPD)
C 1.238 0.175 -0.241
N -1.240 -0.531 0.204
O 1.209 1.197 -0.752
Cl -1.927 0.747 0.949
Br 2.399 -1.000 0.494
H -1.678 -0.588 -0.654
```

The frontier orbital gap (alpha / beta) comes out at 9.3 / 7.1 eV. The net charge is 0. The calculation puts the energy relative to the best compared isomer or geometry (same formula, charge and spin) at 3.9714 eV. As for the LUMO energy (alpha / beta): -0.4481 / -0.8914 eV.

The net atomic charges from Mulliken, expressed in e, are: 0.355, -0.330, -0.268, 0.011, -0.011, 0.244



Entry 18:
Density functional theory data (wB97M-V/def2-TZVPD) for a cluster of 2 separate species, CHBrClNO2 in total.

Geometry as XYZ:
```
7
CHBrClNO2 (wB97M-V/def2-TZVPD)
C -0.500 0.931 0.346
N 0.713 -1.033 -0.372
O 0.215 -1.427 -1.362
O 1.746 -1.335 0.201
Cl -0.419 0.909 2.029
Br -2.016 0.516 -0.596
H 0.262 1.439 -0.245
```

The frontier orbital gap (alpha / beta) comes out at 7.3 / 9.0 eV. The net charge is 0. The calculation puts the energy relative to the best compared isomer or geometry (same formula, charge and spin) at 1.6095 eV. As for the LUMO energy (alpha / beta): -1.3775 / -0.7959 eV.

Atomic partial charges in e from the Mulliken method, atoms 1 to 6: -0.137, 0.644, -0.400, -0.455, -0.054, 0.032



Entry 19:
Density functional theory data (wB97M-V/def2-TZVPD) for a structure of composition CHBrClNO2.

Geometry as XYZ:
```
7
CHBrClNO2 (wB97M-V/def2-TZVPD)
C -0.659 -0.218 0.315
N -1.795 -0.915 -1.817
O -2.021 0.073 -2.467
O -1.983 -2.051 -1.734
Cl -0.786 -1.521 1.398
Br -1.691 1.296 0.966
H 0.264 0.324 -0.001
```

The frontier orbital gap (alpha / beta) comes out at 8.8 / 8.8 eV. The net charge is 0. The calculation puts the energy relative to the best compared isomer or geometry (same formula, charge and spin) at 0.8105 eV. As for the LUMO energy (alpha / beta): 0.3323 / -1.9233 eV. As for the multiplicity: 3.

Atomic partial charges in e from the Mulliken method, atoms 1 to 6: -0.182, 0.786, -0.400, -0.399, -0.071, -0.076



Entry 20:
Density functional theory data (wB97M-V/def2-TZVPD) for an isolated molecule of CHBrF2OS.

Geometry as XYZ:
```
7
CHBrF2OS (wB97M-V/def2-TZVPD)
C -0.078 -0.328 -0.867
O -1.305 -2.066 0.580
F 0.787 -1.142 -0.313
F 0.096 -0.357 -2.211
S -1.771 -1.311 -0.548
Br -2.967 0.482 0.128
H -0.230 0.720 -0.399
```

The frontier orbital gap comes out at 9.5 eV. The net charge is 0. The calculation puts the energy relative to the best compared isomer or geometry (same formula, charge and spin) at 1.1694 eV. As for the LUMO energy: -0.6032 eV.

Atomic partial charges in e from the Mulliken method, atoms 1 to 6: 0.217, -0.437, -0.192, -0.230, 0.445, -0.133